No. 1
Computed, not measured: C39H28AsFN4O4PdS2Te as an isolated structure in a non-equilibrium geometry, with wB97M-V/def2-TZVPD.

```
81
C39H28AsFN4O4PdS2Te (wB97M-V/def2-TZVPD)
Pd -0.210 -0.209 0.280
S -1.458 0.498 -1.563
C -2.944 -0.416 -1.254
C -4.165 0.154 -1.606
C -5.355 -0.516 -1.355
C -5.337 -1.767 -0.760
C -4.120 -2.344 -0.419
C -2.926 -1.689 -0.687
As -1.151 -2.365 -0.236
C -0.508 -2.757 -2.030
C 0.595 -2.078 -2.529
C 1.008 -2.285 -3.837
C 0.323 -3.179 -4.648
C -0.785 -3.855 -4.157
C -1.202 -3.640 -2.850
C -1.498 -4.082 0.552
C -0.955 -5.240 0.014
C -1.160 -6.455 0.651
C -1.875 -6.510 1.840
C -2.379 -5.344 2.400
C -2.184 -4.129 1.763
H -4.172 1.140 -2.055
H -6.297 -0.048 -1.611
H -6.262 -2.293 -0.563
H -4.101 -3.326 0.039
H 1.127 -1.377 -1.900
H 1.860 -1.738 -4.223
H 0.643 -3.340 -5.671
H -1.327 -4.542 -4.794
H -2.083 -4.145 -2.472
H -0.364 -5.189 -0.890
H -0.747 -7.359 0.222
H -2.029 -7.460 2.336
H -2.911 -5.375 3.343
H -2.551 -3.212 2.209
C 6.171 -2.757 4.024
C 6.374 -2.639 2.515
C 7.780 -2.189 2.143
C 8.018 -0.753 2.590
C 6.954 0.143 2.014
C 7.209 1.471 1.773
C 6.218 2.291 1.237
F 6.511 3.584 1.011
C 4.979 1.819 0.930
C 4.689 0.467 1.167
C 3.371 -0.057 0.860
O 2.485 0.610 0.263
C 3.117 -1.397 1.257
C 4.126 -2.162 1.749
N 5.381 -1.709 1.938
C 5.674 -0.374 1.717
C 1.680 -1.897 1.261
O 1.419 -2.936 0.655
O 0.879 -1.160 1.940
H 6.908 -3.438 4.449
H 5.176 -3.141 4.253
H 6.273 -1.784 4.506
H 6.190 -3.613 2.060
H 7.904 -2.255 1.059
H 8.502 -2.866 2.600
H 9.003 -0.415 2.269
H 8.003 -0.693 3.681
H 8.186 1.888 1.987
H 4.228 2.464 0.491
H 3.948 -3.199 2.006
Te 0.757 2.102 1.114
C 1.842 3.481 -0.021
C 2.503 3.325 -1.202
C 3.236 4.484 -1.577
C 3.110 5.494 -0.673
S 2.103 5.051 0.635
H 2.472 2.407 -1.773
H 3.834 4.553 -2.475
H 3.545 6.482 -0.703
O -1.786 0.930 1.841
N -2.951 1.241 1.575
C -3.210 2.439 1.024
C -2.086 3.284 0.871
N -0.950 3.492 0.931
C -4.542 2.794 0.667
N -5.604 3.101 0.348
```

Computed properties:
Molar mass, g/mol: 1008.75
Multiplicity: 1
Gap between HOMO and LUMO, hartree: 0.219
Charge: 0
Relative energy (zero: lowest compared OMol25 entry of this formula, charge and spin), eV: 0.0000

Atomic partial charges in e from the Löwdin method, atoms 1 to 2:
1. Pd 0.316
2. S 0.601

---

No. 2
Computed, not measured: C39H28BeF5N4O2PS as an isolated structure in a non-equilibrium geometry, with wB97M-V/def2-TZVPD.

```
81
C39H28BeF5N4O2PS (wB97M-V/def2-TZVPD)
Be -0.228 -0.056 -0.171
N 1.948 -1.154 0.672
P 1.246 -1.392 -0.987
C 1.490 -3.200 -0.892
C 0.392 -4.047 -0.956
C 0.572 -5.417 -0.918
C 1.845 -5.952 -0.805
C 2.938 -5.108 -0.713
C 2.763 -3.737 -0.758
C 2.672 -0.661 -1.830
C 3.309 -1.277 -2.901
C 4.346 -0.634 -3.550
C 4.728 0.638 -3.160
C 4.069 1.271 -2.119
C 3.051 0.621 -1.447
C 1.167 -0.918 1.729
C 1.682 -0.888 3.045
C 0.858 -0.546 4.083
C -0.490 -0.286 3.823
C -0.929 -0.361 2.524
N -0.131 -0.658 1.494
H 2.917 -1.360 0.881
H -0.594 -3.618 -1.058
H -0.283 -6.074 -0.984
H 1.985 -7.024 -0.790
H 3.932 -5.522 -0.616
H 3.618 -3.076 -0.707
H 2.982 -2.250 -3.230
H 4.849 -1.116 -4.375
H 5.540 1.134 -3.672
H 4.342 2.276 -1.834
H 2.529 1.120 -0.645
H 2.727 -1.109 3.206
H 1.242 -0.469 5.089
H -1.167 -0.028 4.620
H -1.960 -0.170 2.271
C -5.467 -2.901 -5.116
C -4.069 -2.433 -4.851
C -3.183 -2.170 -5.890
C -1.891 -1.739 -5.631
C -1.487 -1.573 -4.322
C -2.343 -1.848 -3.271
C -3.630 -2.273 -3.536
S 0.166 -1.027 -3.907
O 1.006 -1.088 -5.064
O 0.556 -1.977 -2.832
N 0.241 0.395 -3.193
C -0.700 1.295 -3.093
C -1.996 1.385 -3.560
C -2.609 2.675 -3.270
C -2.406 3.795 -1.350
C -1.632 3.250 -0.229
C -1.346 3.803 0.970
C -0.241 3.302 1.700
C 0.470 2.241 1.198
N 0.170 1.578 0.090
C -0.876 2.072 -0.759
H -5.661 -2.978 -6.183
H -6.182 -2.211 -4.669
H -5.624 -3.880 -4.667
H -3.498 -2.315 -6.913
H -1.192 -1.541 -6.427
H -1.988 -1.715 -2.261
H -4.297 -2.487 -2.714
H -2.509 0.632 -4.128
H -3.162 3.129 -4.091
H -2.756 4.816 -1.217
H -1.901 4.650 1.346
H 0.055 3.766 2.624
H 1.311 1.838 1.752
F 0.826 2.989 -2.232
C -0.446 2.493 -2.207
C -1.661 0.783 -0.789
C -3.040 0.745 -0.761
F -3.597 -0.445 -0.389
C -3.941 1.678 -1.238
F -5.246 1.354 -1.306
C -3.535 2.879 -1.942
F -4.632 3.628 -2.271
C -1.525 3.522 -2.594
F -1.064 4.605 -3.275
```

Computed properties:
Molar mass, g/mol: 751.72
Multiplicity: 1
Gap between HOMO and LUMO (alpha / beta), hartree: 0.211 / 0.211
Charge: 0
Relative energy (zero: lowest compared OMol25 entry of this formula, charge and spin), eV: 3.8421

Atomic partial charges in e from the Löwdin method, atoms 1 to 2:
1. Be 0.074
2. N -0.062

---

No. 3
Computed, not measured: C39H28Cl3N5O7SSn as an isolated structure in a non-equilibrium geometry, with wB97M-V/def2-TZVPD.

```
84
C39H28Cl3N5O7SSn (wB97M-V/def2-TZVPD)
Sn -1.788 -2.026 -1.152
O -3.827 -1.921 3.475
C -2.991 -1.619 2.585
O -3.162 -1.206 1.438
C -1.526 -1.796 3.084
C -1.341 -1.942 4.499
C -0.089 -2.051 5.013
C 1.027 -2.084 4.132
C 2.367 -2.259 4.564
C 3.387 -2.316 3.657
C 3.112 -2.200 2.273
C 1.828 -2.031 1.831
C 0.750 -1.961 2.756
N -0.513 -1.780 2.260
H -2.231 -1.933 5.111
H 0.079 -2.128 6.084
H 2.566 -2.368 5.628
H 4.407 -2.471 3.992
H 3.923 -2.259 1.556
H 1.593 -1.980 0.771
O 0.637 -3.714 -2.365
C 0.898 -2.541 -2.640
O 0.309 -1.480 -2.277
C 2.136 -2.321 -3.523
C 2.574 -1.042 -3.855
C 3.732 -0.866 -4.598
C 4.432 -1.988 -5.000
C 4.014 -3.269 -4.697
C 2.857 -3.426 -3.953
N 5.681 -1.817 -5.786
O 6.277 -2.818 -6.128
O 6.044 -0.689 -6.044
H 1.984 -0.200 -3.516
H 4.095 0.117 -4.865
H 4.590 -4.116 -5.040
H 2.487 -4.408 -3.688
N -2.869 -2.030 -2.720
C -2.943 -2.457 -3.978
C -3.731 -1.767 -4.967
C -3.856 -2.206 -6.274
C -3.214 -3.360 -6.732
C -2.424 -4.053 -5.806
C -2.292 -3.637 -4.492
H -4.239 -0.864 -4.638
H -4.466 -1.630 -6.967
H -3.317 -3.700 -7.757
H -1.890 -4.945 -6.129
H -1.655 -4.185 -3.805
Cl 4.106 3.417 6.287
C 2.903 3.423 5.020
C 2.017 2.375 4.912
C 1.068 2.413 3.898
C 0.987 3.466 2.994
C -0.100 3.385 1.937
C 0.449 3.143 0.542
N -0.472 2.394 -0.278
C -1.553 2.860 -1.005
C -2.160 1.751 -1.506
N -1.478 0.627 -1.110
C -0.495 1.042 -0.362
O -0.882 4.543 1.887
C -2.031 4.477 2.719
C -3.040 3.496 2.224
C -3.145 2.213 2.676
Cl -2.297 1.557 4.017
S -4.318 1.303 1.841
C -4.739 2.650 0.879
C -3.978 3.743 1.168
C 1.909 4.499 3.136
Cl 1.944 5.868 2.049
C 2.864 4.487 4.142
H 2.060 1.544 5.601
H 0.363 1.590 3.802
H -0.715 2.520 2.203
H 1.377 2.575 0.601
H 0.659 4.105 0.079
H -1.778 3.912 -1.077
H -3.027 1.676 -2.145
H 0.246 0.413 0.103
H -2.436 5.488 2.700
H -1.749 4.241 3.749
H -5.493 2.550 0.111
H -4.059 4.694 0.655
H 3.571 5.301 4.230
```

Computed properties:
Molar mass, g/mol: 935.82
Multiplicity: 1
Gap between HOMO and LUMO, hartree: 0.152
Charge: -2
Relative energy (zero: lowest compared OMol25 entry of this formula, charge and spin), eV: 2.6611

Atomic partial charges in e from the Löwdin method, atoms 1 to 2:
1. Sn 1.156
2. O -0.075

---

No. 4
Computed, not measured: C39H28IN5PRuSe as an isolated structure, with wB97M-V/def2-TZVPD.

```
76
C39H28IN5PRuSe (wB97M-V/def2-TZVPD)
Ru 0.159 -0.310 -0.176
C -1.831 -5.622 -0.666
C -1.273 -4.676 -1.513
C -1.028 -3.392 -1.056
C -1.345 -3.045 0.251
C -1.920 -3.989 1.101
C -2.155 -5.273 0.638
N -1.126 -1.704 0.705
N -1.853 -1.316 1.651
C -1.717 0.014 1.957
C -2.531 0.576 2.943
C -2.551 1.946 3.093
C -1.806 2.733 2.213
C -1.000 2.165 1.234
C -0.876 0.783 1.125
H -2.020 -6.626 -1.020
H -1.030 -4.938 -2.534
H -0.601 -2.661 -1.725
H -2.177 -3.708 2.113
H -2.599 -6.007 1.298
H -3.150 -0.079 3.544
H -3.170 2.409 3.848
H -1.860 3.812 2.284
H -0.488 2.845 0.562
I 1.948 1.723 0.183
C 3.882 0.981 -0.102
C 4.709 1.712 -0.901
C 6.092 1.442 -0.902
C 6.591 0.499 -0.054
C 5.737 -0.263 0.783
C 6.282 -1.196 1.696
C 5.470 -1.915 2.520
C 4.074 -1.791 2.401
C 3.492 -0.913 1.513
P 1.751 -1.370 1.147
C 1.990 -2.677 -0.081
C 2.183 -4.036 0.155
C 2.362 -4.899 -0.915
C 2.379 -4.415 -2.218
C 2.234 -3.058 -2.460
C 2.046 -2.191 -1.392
C 1.104 -1.874 2.749
C 1.050 -0.850 3.698
C 0.525 -1.100 4.955
C 0.059 -2.370 5.270
C 0.115 -3.388 4.330
C 0.632 -3.144 3.064
C 4.331 -0.072 0.728
H 4.320 2.524 -1.501
H 6.747 2.020 -1.539
H 7.657 0.322 0.004
H 7.358 -1.311 1.738
H 5.882 -2.610 3.238
H 3.458 -2.439 3.012
H 2.208 -4.425 1.163
H 2.507 -5.955 -0.732
H 2.534 -5.097 -3.043
H 2.290 -2.674 -3.470
H 2.017 -1.116 -1.592
H 1.420 0.141 3.455
H 0.482 -0.306 5.689
H -0.341 -2.567 6.256
H -0.241 -4.379 4.580
H 0.653 -3.942 2.339
Se -3.241 -0.507 -2.207
N -3.026 0.222 -3.790
C -1.783 0.661 -3.879
C -1.173 1.357 -4.965
C 0.120 1.743 -4.802
C 0.836 1.436 -3.602
N 0.324 0.781 -2.596
C -0.974 0.424 -2.721
N -1.557 -0.177 -1.702
H -1.739 1.566 -5.863
H 0.640 2.286 -5.580
H 1.871 1.751 -3.506
```

Computed properties:
Molar mass, g/mol: 904.60
Multiplicity: 2
Gap between HOMO and LUMO (alpha / beta), hartree: 0.252 / 0.244
Charge: +2
Relative energy (zero: lowest compared OMol25 entry of this formula, charge and spin), eV: 1.0388

Atomic partial charges in e from the Löwdin method, atoms 1 to 2:
1. Ru 0.816
2. C -0.049

---

No. 5
Computed, not measured: C39H30AsBr2CdN2O4 as an isolated structure in a non-equilibrium geometry, with wB97M-V/def2-TZVPD.

```
79
C39H30AsBr2CdN2O4 (wB97M-V/def2-TZVPD)
Cd 0.115 0.092 0.359
C -1.647 -1.385 -2.323
O -1.500 -0.211 -1.524
C -2.649 0.438 -1.160
C -3.885 0.171 -1.688
C -4.988 0.921 -1.269
Br -6.684 0.547 -2.035
C -4.865 1.902 -0.330
C -3.606 2.184 0.236
C -2.461 1.454 -0.179
O -1.258 1.682 0.284
C -3.481 3.191 1.258
N -2.347 3.478 1.904
C -2.567 4.461 2.851
C -1.717 5.066 3.765
C -2.276 6.028 4.584
C -3.628 6.374 4.485
C -4.476 5.769 3.575
C -3.920 4.795 2.759
N -4.446 3.986 1.758
H -2.260 -2.127 -1.811
H -0.649 -1.788 -2.472
H -2.082 -1.142 -3.293
H -4.027 -0.600 -2.430
H -5.744 2.451 -0.021
H -1.488 3.002 1.630
H -0.673 4.788 3.819
H -1.655 6.523 5.318
H -4.018 7.139 5.142
H -5.518 6.049 3.507
H -5.407 3.982 1.464
C 5.394 3.465 3.958
C 5.283 3.485 2.575
C 4.320 2.715 1.943
C 3.469 1.913 2.695
C 3.570 1.903 4.080
C 4.535 2.676 4.708
As 2.206 0.685 1.805
C 3.516 -0.427 0.878
C 3.992 -1.665 1.289
C 4.894 -2.359 0.495
C 5.322 -1.827 -0.711
C 4.856 -0.587 -1.126
C 3.947 0.103 -0.340
C 1.442 -0.184 3.363
C 2.053 -1.160 4.143
C 1.354 -1.749 5.185
C 0.057 -1.356 5.471
C -0.540 -0.347 4.732
C 0.149 0.233 3.683
H 6.148 4.063 4.451
H 5.946 4.104 1.986
H 4.240 2.735 0.864
H 2.903 1.286 4.669
H 4.614 2.659 5.787
H 3.654 -2.104 2.216
H 5.253 -3.330 0.813
H 6.015 -2.378 -1.333
H 5.193 -0.158 -2.060
H 3.568 1.065 -0.672
H 3.076 -1.454 3.950
H 1.823 -2.534 5.763
H -0.495 -1.845 6.262
H -1.547 -0.024 4.960
H -0.318 1.021 3.098
Br 3.020 -6.029 -2.559
C 1.979 -5.020 -1.336
C 1.608 -3.732 -1.679
C 0.883 -2.982 -0.769
C 0.508 -3.508 0.462
C 0.882 -4.812 0.775
C 1.625 -5.570 -0.114
C -0.335 -2.753 1.476
O -0.660 -3.312 2.504
O -0.730 -1.557 1.153
H 1.888 -3.324 -2.641
H 0.601 -1.971 -1.044
H 0.576 -5.211 1.732
H 1.917 -6.582 0.130
```

Computed properties:
Molar mass, g/mol: 937.82
Multiplicity: 1
Gap between HOMO and LUMO, hartree: 0.285
Charge: +1
Relative energy (zero: lowest compared OMol25 entry of this formula, charge and spin), eV: 0.8568

Atomic partial charges in e from the natural (NBO) method, atoms 1 to 2:
1. Cd 1.657
2. C -0.255

---

No. 6
Computed, not measured: C39H30Br2N2OP2Tl as an isolated structure in a non-equilibrium geometry, with wB97M-V/def2-TZVPD.

```
77
C39H30Br2N2OP2Tl (wB97M-V/def2-TZVPD)
Tl 2.614 0.329 1.588
C 0.190 -1.651 2.902
P -0.119 -1.684 1.053
C -1.904 -2.134 1.000
C -2.555 -1.864 -0.203
C -3.898 -2.148 -0.369
C -4.621 -2.696 0.678
C -3.989 -2.961 1.881
C -2.643 -2.683 2.040
C 0.624 -3.260 0.490
C -0.102 -4.313 -0.055
C 0.548 -5.376 -0.659
C 1.930 -5.393 -0.750
C 2.665 -4.362 -0.184
C 2.017 -3.313 0.435
C -0.303 -0.280 3.256
C -1.383 0.188 3.986
C -1.389 1.585 3.824
C -0.313 1.886 3.002
C 0.179 3.199 2.529
P -0.369 3.761 0.809
C -2.143 3.325 0.934
C -2.625 2.034 1.143
C -3.989 1.819 1.250
C -4.881 2.873 1.140
C -4.407 4.159 0.938
C -3.045 4.381 0.844
C 0.320 2.477 -0.321
C 1.752 2.637 -0.536
C 2.589 2.052 -1.411
C 2.434 0.798 -2.225
C 1.140 0.029 -2.036
C -0.493 1.777 -1.126
N 0.339 0.752 2.651
H 1.277 -1.728 3.059
H -0.292 -2.461 3.450
H -1.986 -1.429 -1.013
H -4.387 -1.942 -1.312
H -5.676 -2.907 0.561
H -4.548 -3.391 2.701
H -2.178 -2.901 2.988
H -1.183 -4.304 -0.019
H -0.035 -6.187 -1.076
H 2.431 -6.200 -1.266
H 3.743 -4.365 -0.249
H 2.602 -2.500 0.847
H -2.073 -0.392 4.576
H -2.097 2.284 4.236
H 1.275 3.209 2.491
H -0.153 4.007 3.189
H -1.946 1.199 1.207
H -4.358 0.817 1.414
H -5.947 2.693 1.203
H -5.100 4.986 0.846
H -2.663 5.382 0.689
H 2.163 3.473 0.030
H 3.597 2.451 -1.483
H 2.554 -0.024 -4.181
H 1.075 -0.753 -2.807
H -1.560 1.832 -0.971
Br 7.080 -0.473 -1.506
C 5.269 -0.009 -1.975
C 5.190 0.775 -3.162
C 4.161 1.282 -3.882
Br 4.578 2.228 -5.501
C 2.721 0.954 -3.689
C 1.566 1.851 -4.081
C 0.391 1.822 -3.451
C -0.056 0.936 -2.277
N 1.802 -0.668 -0.890
C 2.968 -0.255 -1.326
C 4.362 -0.512 -1.027
O 4.683 -1.103 0.037
H 6.173 1.018 -3.554
H 1.716 2.526 -4.912
H -0.391 2.489 -3.790
H -0.919 0.348 -2.618
```

Computed properties:
Molar mass, g/mol: 968.82
Multiplicity: 1
Gap between HOMO and LUMO, hartree: 0.238
Charge: -1

Atomic partial charges in e from the Löwdin method, atoms 1 to 2:
1. Tl 0.974
2. C -0.296